Record 1
Density functional theory data (ωB97M-V/def2-TZVPD) for Cl3O3P as an isolated structure at a distorted geometry.

```
7
Properties=species:S:1:pos:R:3:forces:R:3
Cl -1.8138 1.6944 0.3293 0.21 -0.41 -0.25
Cl -1.1385 -1.3934 1.4013 0.99 0.29 -1.09
Cl 2.6709 0.0820 0.1099 0.51 0.31 0.17
O -1.2372 0.4994 -0.7351 -1.35 1.24 -0.40
O 1.2886 0.9499 0.4424 -2.65 -3.03 -0.79
O 0.4589 -1.2644 -1.3157 -0.99 -0.33 1.12
P -0.2289 -0.5680 -0.2321 3.29 1.93 1.25
```
Forces are in eV/Å.

Summary:
spin multiplicity	1
energy above the lowest of the compared OMol25 structures with the same formula, charge and spin	58.6	kcal per mole
Kohn-Sham gap	0.2963	Ha
highest occupied orbital energy	-9.8	eV
energy	-52995.30172	eV


Record 2
Density functional theory data (ωB97M-V/def2-TZVPD) for C4H8O3Zn as an isolated structure at a distorted geometry.

```
16
Properties=species:S:1:pos:R:3:forces:R:3
H -2.6455 -0.5618 -0.5052 -0.79 -0.10 0.26
Zn 0.2223 -3.0405 0.4601 0.39 -0.33 0.23
O -1.9758 0.2008 1.6641 -0.28 -1.90 3.59
C 1.0896 -1.0773 0.1277 0.38 -2.06 0.12
H 1.7095 -1.4677 0.9698 0.07 0.43 -0.03
H 1.7208 0.9345 0.8630 -0.15 -0.30 0.26
H -0.0137 -1.3264 0.3298 -0.38 1.68 0.03
C 0.0986 1.2652 -0.5690 0.80 -0.19 0.18
O -2.5559 0.3905 -0.4284 1.06 0.84 -1.38
C 1.3241 0.4954 -0.0491 -0.75 0.97 -0.60
C -1.7891 0.6943 0.6303 -0.47 0.46 -1.58
H -0.3645 0.7218 -1.3933 -0.23 0.25 -0.08
O -0.8045 1.5782 0.4744 0.23 0.15 -0.90
H 1.4048 -1.5974 -0.8016 0.02 0.35 -0.09
H 0.5017 2.2105 -0.9390 -0.10 0.08 -0.10
H 2.0778 0.5800 -0.8335 0.20 -0.32 0.09
```
Forces are in eV/Å.

Summary:
spin multiplicity	1
energy above the lowest of the compared OMol25 structures with the same formula, charge and spin	0.0	kcal per mole
total charge	+2
Kohn-Sham gap	0.1310	Ha
highest occupied orbital energy	-18.0	eV
energy	-58813.66475	eV


Record 3
Density functional theory data (ωB97M-V/def2-TZVPD) for a 2-piece molecular cluster, C3H5FOS overall at a distorted geometry.

```
11
Properties=species:S:1:pos:R:3:forces:R:3
C -1.1611 -1.2517 -0.4600 -0.74 -0.21 -0.60
S 2.0692 0.7910 0.8208 -0.50 -1.03 -1.26
C -1.0694 -0.4245 0.5722 -0.92 0.27 -0.38
C 0.9750 1.0880 -0.2872 -0.20 3.47 1.42
H -1.7326 -0.8419 -1.3605 0.70 -0.83 1.46
H -0.5638 -0.2846 1.5100 0.44 -1.48 0.16
H 0.4801 1.9935 0.0851 -0.40 -0.14 -0.37
H -0.8555 -2.3134 -0.4641 0.29 1.05 0.00
F -1.8147 0.7057 0.5223 -0.31 0.80 -0.53
O 2.7873 -0.4001 0.3927 1.60 -0.88 0.69
H 0.8856 0.9380 -1.3313 0.06 -1.02 -0.60
```
Forces are in eV/Å.

Summary:
spin multiplicity	1
energy above the lowest of the compared OMol25 structures with the same formula, charge and spin	70.6	kcal per mole
Kohn-Sham gap	0.3335	Ha
highest occupied orbital energy	-9.4	eV
energy	-18788.84020	eV


Record 4
Density functional theory data (ωB97M-V/def2-TZVPD) for a single C6H6O molecule at a distorted geometry.

```
13
Properties=species:S:1:pos:R:3:forces:R:3
C 0.9093 -0.0717 0.7965 1.95 1.54 0.76
H 0.4161 0.2887 1.6925 -0.64 -0.19 0.20
C 0.1477 -1.1672 0.0735 1.45 -3.13 1.02
H 0.8839 -1.7785 -0.5642 -1.27 1.09 0.54
C -2.0812 -0.2942 0.0077 -1.68 0.39 -0.42
H -0.1778 -1.9681 0.8741 0.43 1.54 -1.45
C 1.0741 1.1232 -0.0259 -0.58 0.49 -0.45
H 1.9598 -0.2016 1.1998 -1.02 -1.10 -0.58
H 1.0103 2.9714 -1.3615 0.07 -0.52 0.54
O -3.0876 0.0057 0.5200 0.89 -0.22 -0.01
H -1.0533 -0.3825 -1.8387 0.15 -0.60 2.86
C 1.0274 2.1180 -0.6957 0.22 0.41 -0.58
C -1.0286 -0.6434 -0.6782 0.03 0.27 -2.43
```
Forces are in eV/Å.

Summary:
SMILES	C#CCCC=C=O
spin multiplicity	1
energy above the lowest of the compared OMol25 structures with the same formula, charge and spin	77.6	kcal per mole
Kohn-Sham gap	0.3537	Ha
highest occupied orbital energy	-9.0	eV
energy	-8363.13906	eV